1.
Here is a cluster of 12 separate species, C36H71Br22ClO6S2 in total at a distorted geometry from OMol25. Energies are from ωB97M-V with the def2-TZVPD basis set.

Geometry as XYZ:
```
138
Properties=species:S:1:pos:R:3:lowdin_charge:R:1
C -0.831 -1.157 3.434 -0.0845
O -0.424 -0.287 2.392 -0.2615
C 0.171 -0.922 1.282 -0.2687
C -0.794 -1.246 0.117 -0.1496
C -2.274 -0.952 0.368 -0.2043
C -2.788 0.337 -0.300 -0.1780
C -2.895 1.551 0.624 -0.1954
C -3.565 1.300 1.982 -0.2824
C -3.973 2.618 2.600 -0.1408
O -3.959 2.527 4.048 -0.2154
S -4.654 1.241 4.655 0.6176
O -3.649 0.291 5.045 -0.2663
O -5.574 1.711 5.658 -0.2792
C -5.580 0.612 3.293 -0.1843
C -4.809 0.381 1.952 -0.2489
C -5.752 0.631 0.758 -0.1284
C -6.039 -0.609 -0.134 -0.2182
C -7.510 -1.062 -0.220 -0.2139
C -7.787 -2.420 0.444 -0.2775
S -8.639 -2.227 1.990 0.3354
O -8.263 -0.973 2.575 -0.3407
O -10.018 -2.572 1.816 -0.3315
Cl -7.773 -3.685 3.096 0.4046
H 0.008 -1.366 4.106 0.0890
H -1.634 -0.672 3.988 0.0675
H -1.224 -2.102 3.036 0.0948
H 0.952 -0.267 0.916 -0.0258
H 0.684 -1.840 1.599 0.0968
H -0.692 -2.313 -0.099 0.1075
H -0.445 -0.730 -0.782 0.0708
H -2.833 -1.762 -0.097 0.0107
H -2.501 -0.966 1.430 0.0857
H -3.754 0.153 -0.778 0.0368
H -2.113 0.601 -1.121 0.1071
H -3.411 2.376 0.117 0.1193
H -1.879 1.920 0.833 -0.0634
H -2.818 0.826 2.622 0.1236
H -3.268 3.405 2.333 0.1326
H -4.961 2.944 2.260 0.1399
H -6.010 -0.310 3.687 0.1072
H -6.407 1.314 3.176 0.1108
H -4.499 -0.665 1.991 0.1339
H -6.718 0.990 1.119 0.1069
H -5.346 1.405 0.104 0.0938
H -5.704 -0.390 -1.149 -0.0153
H -5.428 -1.451 0.206 0.0900
H -7.767 -1.202 -1.272 0.0183
H -8.175 -0.298 0.182 0.1094
H -6.879 -2.997 0.620 0.0724
H -8.453 -3.046 -0.151 0.1053
Br 0.484 1.332 -3.616 0.6196
C 2.374 1.571 -3.215 -0.8101
C 3.002 0.284 -2.748 -0.6978
Br 2.479 -0.155 -0.923 0.7432
H 2.436 2.363 -2.477 0.0291
H 2.836 1.902 -4.144 -0.0650
H 4.087 0.373 -2.740 -0.0133
H 2.709 -0.561 -3.362 0.0313
Br 5.643 2.244 -0.464 0.6194
C 6.456 1.701 -2.144 -0.7271
C 6.454 2.830 -3.136 -0.6633
Br 4.689 3.111 -3.895 0.7769
H 5.911 0.832 -2.500 0.0069
H 7.471 1.414 -1.888 -0.0238
H 7.104 2.600 -3.978 0.0594
H 6.755 3.772 -2.686 0.0113
Br 7.228 5.874 -4.853 0.6432
C 6.705 7.582 -4.086 -0.6807
C 6.578 7.501 -2.587 -0.6942
Br 4.979 6.550 -2.033 0.6237
H 5.775 7.864 -4.570 0.0524
H 7.489 8.285 -4.357 0.0582
H 6.498 8.499 -2.162 0.0580
H 7.417 6.978 -2.138 0.0500
Br 3.564 -3.811 0.060 0.6230
C 4.022 -3.608 1.938 -0.7374
C 3.538 -4.768 2.768 -0.6929
Br 1.621 -4.712 3.062 0.6214
H 3.598 -2.661 2.257 0.0325
H 5.108 -3.551 1.975 0.0006
H 3.990 -4.736 3.757 0.0589
H 3.752 -5.722 2.296 0.0495
Br 8.272 -1.018 -3.207 0.6643
C 7.454 -2.159 -1.867 -0.7185
C 6.637 -3.254 -2.477 -0.6647
Br 5.008 -2.514 -3.220 0.6698
H 6.851 -1.501 -1.247 0.0113
H 8.269 -2.570 -1.276 0.0586
H 6.338 -3.971 -1.714 0.0480
H 7.138 -3.776 -3.286 0.0555
Br -5.464 1.335 -3.137 0.7058
C -5.645 0.333 -4.794 -0.6720
C -7.038 -0.213 -4.979 -0.6655
Br -7.353 -1.735 -3.815 0.6779
H -4.898 -0.454 -4.760 0.0350
H -5.405 1.036 -5.590 0.0602
H -7.168 -0.581 -5.995 0.0598
H -7.805 0.520 -4.754 0.0536
Br -5.253 -5.701 -1.247 0.6121
C -4.510 -5.184 -2.968 -0.6924
C -3.313 -4.283 -2.815 -0.6551
Br -3.846 -2.492 -2.289 0.7549
H -5.312 -4.703 -3.520 0.0379
H -4.227 -6.112 -3.460 0.0598
H -2.794 -4.178 -3.765 0.0624
H -2.618 -4.636 -2.059 0.0555
Br 3.199 4.542 1.326 0.5838
C 2.518 3.334 2.694 -0.6750
C 1.776 2.162 2.099 -0.6572
Br 0.023 2.662 1.424 0.8281
H 1.895 3.933 3.352 0.0513
H 3.390 2.978 3.238 0.0566
H 1.596 1.400 2.853 0.0636
H 2.317 1.726 1.264 -0.0039
Br -4.097 5.521 10.038 0.5902
C -4.345 4.906 8.207 -0.6962
C -3.608 3.626 7.926 -0.6917
Br -1.691 3.907 7.732 0.5947
H -4.019 5.716 7.563 0.0491
H -5.415 4.750 8.093 0.0598
H -3.944 3.204 6.982 0.0273
H -3.734 2.893 8.716 0.0557
Br 6.241 -1.269 3.163 0.6811
C 7.916 -0.297 3.344 -0.6787
C 8.010 0.835 2.356 -0.6776
Br 8.358 0.196 0.561 0.6838
H 8.713 -1.023 3.215 0.0510
H 7.929 0.086 4.362 0.0604
H 8.839 1.492 2.606 0.0641
H 7.090 1.411 2.299 0.0314
Br 2.113 -4.553 -6.970 0.6039
C 4.019 -4.387 -6.625 -0.7066
C 4.648 -5.709 -6.272 -0.6943
Br 4.205 -6.265 -4.464 0.5970
H 4.131 -3.659 -5.829 -0.0079
H 4.452 -3.998 -7.544 0.0597
H 5.733 -5.624 -6.299 0.0573
H 4.328 -6.509 -6.931 0.0486
```

HOMO	-9.33	eV
structure (SMILES)	COCCCCC[C@H]1COS(=O)(=O)C[C@H]1CCCCS(=O)(=O)Cl.BrCCBr.BrCCBr.BrCCBr.BrCCBr.BrCCBr.BrCCBr.BrCCBr.BrCCBr.BrCCBr.BrCCBr.BrCCBr
net charge	0
orbital gap	0.3457	hartree

2.
Here is a cluster of 7 separate species, C36H71F9O18 in total at a distorted geometry from OMol25. Energies are from ωB97M-V with the def2-TZVPD basis set.

Geometry as XYZ:
```
134
Properties=species:S:1:pos:R:3:lowdin_charge:R:1
C -0.903 -4.190 -1.240 -0.1062
O -1.170 -3.863 -2.582 -0.2246
C -0.565 -4.700 -3.556 -0.1707
C -1.374 -4.535 -4.823 -0.1974
O -0.574 -4.836 -5.935 -0.1275
C -1.202 -4.689 -7.176 -0.2274
C -0.238 -4.776 -8.340 -0.1946
O 0.327 -6.007 -8.734 -0.1745
C 0.455 -7.012 -7.754 -0.1052
H -1.287 -3.386 -0.609 0.0819
H 0.186 -4.106 -1.127 0.0923
H -1.347 -5.138 -0.929 0.0908
H -0.590 -5.728 -3.187 0.1278
H 0.458 -4.343 -3.712 0.1347
H -1.793 -3.521 -4.874 0.1059
H -2.251 -5.197 -4.806 0.1333
H -1.701 -3.712 -7.244 0.1201
H -2.056 -5.357 -7.366 0.1346
H 0.599 -4.081 -8.212 0.1279
H -0.781 -4.359 -9.192 0.1253
H 0.585 -8.009 -8.174 0.0849
H -0.501 -7.085 -7.222 0.0806
H 1.303 -6.787 -7.101 0.0921
C -1.451 1.453 3.513 -0.1045
O -2.612 2.240 3.334 -0.1832
C -2.960 2.952 4.499 -0.2080
C -4.080 3.916 4.169 -0.1866
O -4.135 4.867 5.230 -0.1271
C -4.780 6.065 4.821 -0.2099
C -5.541 6.672 5.993 -0.2021
O -6.630 5.886 6.431 -0.1658
C -7.737 5.957 5.575 -0.1274
H -1.315 0.860 2.614 0.0713
H -1.614 0.703 4.297 0.0696
H -0.608 2.071 3.834 0.0945
H -2.084 3.555 4.767 0.1283
H -3.259 2.300 5.327 0.1328
H -5.055 3.452 3.986 0.1317
H -3.847 4.393 3.209 0.1231
H -5.385 6.023 3.912 0.1158
H -3.961 6.754 4.562 0.1293
H -5.849 7.660 5.620 0.1244
H -4.882 6.762 6.855 0.1292
H -7.509 5.634 4.555 0.0811
H -8.261 6.919 5.558 0.0885
H -8.491 5.238 5.907 0.0886
C -5.027 -1.687 -9.630 -0.1297
O -4.420 -2.442 -8.612 -0.1724
C -5.229 -2.413 -7.445 -0.1953
C -4.408 -2.839 -6.247 -0.2070
O -5.203 -2.668 -5.109 -0.1205
C -4.546 -2.635 -3.872 -0.1724
C -3.644 -1.401 -3.646 -0.2163
O -4.275 -0.261 -4.192 -0.1597
C -3.677 0.924 -3.748 -0.1189
H -6.095 -1.929 -9.689 0.0869
H -4.646 -1.915 -10.625 0.0849
H -4.965 -0.602 -9.498 0.0890
H -6.158 -2.994 -7.431 0.1340
H -5.566 -1.376 -7.351 0.1269
H -3.486 -2.245 -6.192 0.1201
H -4.036 -3.871 -6.321 0.1200
H -3.825 -3.460 -3.800 0.1077
H -5.302 -2.673 -3.094 0.1291
H -2.706 -1.567 -4.182 0.1087
H -3.532 -1.416 -2.559 0.1209
H -3.878 1.126 -2.687 0.0925
H -4.021 1.761 -4.353 0.0872
H -2.577 0.924 -3.794 0.0785
C 6.056 -0.613 0.176 -0.1054
O 5.569 -0.124 1.404 -0.1938
C 6.334 -0.554 2.504 -0.2081
C 6.083 0.239 3.770 -0.1734
O 6.298 -0.578 4.909 -0.1445
C 7.538 -0.432 5.600 -0.1739
C 8.698 -0.992 4.834 -0.2227
O 9.207 -0.067 3.901 -0.2136
C 10.263 -0.563 3.111 -0.1009
H 5.896 -1.678 0.002 0.0913
H 7.093 -0.301 0.021 0.0886
H 5.504 -0.085 -0.603 0.0882
H 7.399 -0.444 2.265 0.1074
H 6.215 -1.631 2.691 0.1334
H 5.164 0.828 3.786 0.1219
H 6.878 0.995 3.792 0.1195
H 7.460 -0.722 6.643 0.1278
H 7.756 0.646 5.661 0.1304
H 8.403 -1.931 4.350 0.1328
H 9.507 -1.192 5.553 0.1300
H 9.920 -1.448 2.565 0.0893
H 11.129 -0.776 3.745 0.0899
H 10.538 0.206 2.392 0.0899
C 2.455 1.089 1.682 -0.0364
C 1.525 -0.094 1.678 -0.1851
O 1.303 -0.468 0.289 0.0254
C 0.259 0.117 -0.303 -0.3816
O -0.336 1.023 0.185 0.1657
C -0.050 -0.374 -1.739 -0.5458
F -1.293 -0.831 -1.804 0.1675
F 0.134 0.643 -2.573 0.1793
F 0.772 -1.369 -2.111 0.1567
H 2.802 1.196 2.718 0.0773
H 1.986 1.991 1.301 0.0622
H 3.388 0.838 1.180 0.0662
H 0.635 -0.068 2.302 0.0989
H 2.105 -0.985 1.944 0.1201
C 2.567 -1.400 4.970 -0.0498
C 1.881 -2.763 4.920 -0.1792
O 0.799 -2.756 5.856 0.0319
C -0.295 -2.095 5.488 -0.3800
O -0.427 -1.543 4.436 0.1506
C -1.462 -2.252 6.487 -0.5602
F -1.835 -1.014 6.846 0.1602
F -2.505 -2.826 5.908 0.1881
F -1.108 -2.942 7.557 0.1847
H 1.947 -0.666 4.453 0.0572
H 3.490 -1.376 4.381 0.0733
H 2.861 -1.096 5.971 0.0921
H 2.618 -3.478 5.284 0.1245
H 1.530 -3.111 3.951 0.1280
C 2.367 7.819 -1.568 -0.0578
C 2.366 6.519 -0.786 -0.1952
O 1.008 6.285 -0.371 0.0192
C 0.781 5.090 0.182 -0.3833
O 1.606 4.254 0.344 0.1682
C -0.638 4.974 0.789 -0.5611
F -1.235 6.167 0.848 0.1632
F -1.397 4.174 0.050 0.1827
F -0.550 4.503 2.024 0.1818
H 2.428 8.683 -0.905 0.0770
H 1.434 7.955 -2.115 0.0819
H 3.206 7.867 -2.260 0.0773
H 2.891 6.621 0.169 0.1324
H 2.769 5.661 -1.323 0.1261
```

energy above the lowest of the compared OMol25 structures with the same formula, charge and spin	26.65	kcal per mole
HOMO	-9.32	eV
structure (SMILES)	CCOC(=O)C(F)(F)F.CCOC(=O)C(F)(F)F.CCOC(=O)C(F)(F)F.COCCOCCOC.COCCOCCOC.COCCOCCOC.COCCOCCOC
net charge	0
orbital gap	0.3599	hartree

Q: Which value of net charge does entry 1 give?
A: 0